Molecular formula: C6H8N2
Method: DFT, ωB97M-V/def2-TZVPD

The strongest force on any atom comes out at 1.6 eV/Å. For the lowest unoccupied orbital energy (alpha / beta), the calculation gives 0.593 / 0.746 eV. The calculation puts the relative energy (zero: lowest compared OMol25 entry of this formula, charge and spin) at 95.9 kcal per mole. The value obtained for the calculated total energy is -9327.5498 eV.

```
16
Properties=species:S:1:pos:R:3:forces:R:3
C -2.574780 -0.108686 0.109042 0.0881 0.0226 0.0081
C -2.065769 1.176819 -0.005384 0.0204 -0.0750 -0.0092
C -1.698717 -1.183303 0.099583 -0.0031 -0.0297 -0.0064
C -0.692447 1.332514 -0.125245 -0.3557 0.0746 -0.0018
C -0.342277 -0.924035 -0.034594 -0.4799 -0.1322 0.0081
C 3.098091 -0.186342 -0.016805 0.3874 -1.1433 -0.4393
N 2.328798 0.914185 0.230191 -0.3232 1.5418 0.4652
N 0.126424 0.301369 -0.148066 0.6795 -0.2008 -0.1400
H -3.638652 -0.270600 0.207217 -0.0605 -0.0074 -0.0006
H -2.717799 2.036154 -0.007984 -0.0461 0.0865 0.0241
H -2.054896 -2.198794 0.186090 -0.0355 -0.0618 0.0179
H -0.225835 2.302798 -0.209520 0.0256 0.1600 0.0009
H 0.388127 -1.721698 -0.059209 0.0415 -0.1369 0.0090
H 3.128457 -0.471808 -1.084869 0.0785 -0.0600 0.0831
H 4.129847 0.073487 0.281648 -0.0902 -0.0073 -0.0209
H 2.811433 -1.072066 0.577903 0.0730 -0.0308 0.0017
```
Forces are in eV/Å.

Atom charges from the natural (NBO) analysis, given in e for atoms 1 to 4: C -0.170; C -0.251; C -0.253; C 0.049